Record 1
{
  "formula": "C32H58AsF6N2O12S6",
  "method": "wB97M-V/def2-TZVPD",
  "e_above_lowest_ev": 4.756,
  "mol_weight_g_mol": 1044.130,
  "charge": -1,
  "elements": ["As", "S", "S", "S", "S", "S", "S", "F", "F", "F", "F", "F", "F", "O", "O", "O", "O", "O", "O", "O", "O", "O", "O", "O", "O", "N", "N", "C", "C", "C", "C", "C", "C", "C", "C", "C", "C", "C", "C", "C", "C", "C", "C", "C", "C", "C", "C", "C", "C", "C", "C", "C", "C", "C", "C", "C", "C", "C", "C", "H", "H", "H", "H", "H", "H", "H", "H", "H", "H", "H", "H", "H", "H", "H", "H", "H", "H", "H", "H", "H", "H", "H", "H", "H", "H", "H", "H", "H", "H", "H", "H", "H", "H", "H", "H", "H", "H", "H", "H", "H", "H", "H", "H", "H", "H", "H", "H", "H", "H", "H", "H", "H", "H", "H", "H", "H", "H"],
  "positions_angstrom": [[0.1850, 0.6960, 1.1406], [-10.9146, 0.2104, -1.8194], [6.6764, 8.3829, 5.3647], [-4.4208, -8.2983, -1.1572], [-6.3719, -5.0799, 8.1130], [8.4357, 3.5817, -7.0565], [-1.7019, 8.8571, -4.9407], [-1.2287, 1.5208, 0.2542], [1.4781, -0.1376, 2.0003], [0.1663, -0.6576, -0.0691], [0.2097, 2.1002, 2.2650], [-0.9674, -0.2432, 2.2334], [1.3033, 1.5914, 0.0887], [-1.7813, 9.9141, -3.9483], [-7.4629, -5.0340, 7.2234], [6.9388, 9.7811, 5.7039], [-5.1612, -7.0766, -0.8508], [-10.2027, 0.0739, -3.1095], [-6.5136, -5.6457, 9.4618], [-12.4049, 0.0712, -1.7096], [7.7328, 7.3300, 5.3294], [-2.8488, 8.0330, -5.4134], [-4.4489, -9.5878, -0.4300], [7.3026, 4.2878, -7.6424], [9.7629, 4.1732, -7.2548], [4.1588, -4.6425, -5.4305], [4.4174, -5.8208, 7.3293], [-0.3134, 7.7857, -4.4308], [8.1754, 3.2499, -5.2964], [8.4603, 0.9797, -6.0706], [-4.1239, -3.7452, 7.7638], [-10.0720, -0.2839, 0.5966], [4.6546, -5.9839, 9.6071], [4.1970, -4.6047, 7.8513], [4.2678, -5.2478, -7.5029], [7.5430, 1.7572, -5.0332], [5.5809, 8.2036, 3.9675], [-2.8675, -7.7872, -2.1028], [0.8066, 9.5100, -5.8488], [-5.2221, -8.7648, -2.8076], [-3.2003, -7.3970, -3.6026], [5.4315, 7.6494, 6.6246], [4.2439, -4.6811, 9.2101], [-4.9682, -5.9604, 7.2757], [-10.3486, -1.0997, -0.7134], [-9.4468, 1.0066, 0.2300], [-4.4008, -8.2941, -4.0472], [8.2453, 1.7532, -7.3961], [-5.5226, -3.3861, 8.1670], [4.0937, 7.9020, 5.9398], [5.3808, -5.2310, -5.5983], [5.4592, -5.6487, -6.8832], [4.5690, -6.6645, 8.3940], [-0.6215, 9.5813, -6.2803], [4.2764, 8.6251, 4.5807], [-10.2441, 1.7054, -0.9242], [0.9001, 8.0694, -5.3616], [3.4387, -4.6739, -6.5620], [-4.1279, -4.9527, 6.7402], [6.1001, -5.1202, -4.8003], [-5.0416, -7.5662, -4.5450], [-4.3952, -6.5603, 7.9827], [7.1748, 1.6223, -7.5538], [-0.8372, 9.0305, -7.1958], [-3.5573, -4.0681, 8.6372], [-9.4297, 1.7316, 1.0437], [-10.9950, 2.4843, -0.7913], [-4.0286, -9.1286, -4.6415], [-0.0743, 7.9696, -3.3834], [5.7313, 7.2155, 3.5325], [4.9594, -7.6585, 8.2331], [-2.4473, -7.8422, -4.2529], [-9.4575, -1.6264, -1.0549], [1.1186, 10.3005, -5.1662], [-9.3588, -0.8809, 1.1650], [3.8535, -3.8380, 9.7607], [4.2091, 9.7061, 4.7033], [-1.0830, 10.5563, -6.4366], [4.0104, -5.2315, -8.5517], [-8.4250, 0.7696, -0.0662], [-9.6230, 2.0824, -1.7367], [-11.2087, -1.7342, -0.4994], [7.8584, 1.2952, -4.0977], [-5.9029, -2.7345, 7.3803], [-0.6788, 6.7676, -4.5652], [3.5638, 6.9692, 5.7468], [9.4601, 1.0453, -5.6415], [8.8086, 1.5470, -8.3062], [-3.1079, -5.3333, 6.6857], [6.4759, 1.6812, -5.2418], [-2.3384, -7.1178, -1.4246], [4.4980, -6.0227, 6.3430], [-10.9894, -0.1549, 1.1710], [-5.1944, -9.8502, -2.7114], [-6.2797, -8.5256, -2.6963], [3.4433, 8.3480, 3.9348], [3.8027, -4.2661, -4.5636], [5.7558, 8.2753, 7.4559], [2.4797, -4.1822, -6.6330], [-3.3289, -6.3172, -3.6771], [5.6780, 6.5887, 6.6726], [1.8567, 8.1086, -4.8405], [-4.4506, -4.4322, 5.8385], [7.5874, 4.0293, -4.8117], [3.9444, -3.7460, 7.2470], [1.5036, 9.7004, -6.6649], [0.7949, 7.4843, -6.2752], [3.4610, 8.5374, 6.5596], [5.9584, 9.0045, 3.3318], [-5.6283, -3.0960, 9.2123], [-5.4844, -6.5939, 6.5544], [-2.4244, -8.7825, -2.0693], [8.3517, -0.1047, -6.0916], [-3.4747, -2.9423, 7.4145], [9.1908, 3.2422, -4.9002], [4.7766, -6.3466, 10.6171], [6.2554, -6.0414, -7.4983]]
}

***

Record 2
{
  "formula": "C32H58BBr18F4IN3O4",
  "method": "wB97M-V/def2-TZVPD",
  "e_above_lowest_ev": 0.266,
  "mol_weight_g_mol": 2200.813,
  "charge": 1,
  "elements": ["I", "Br", "Br", "Br", "Br", "Br", "Br", "Br", "Br", "Br", "Br", "Br", "Br", "Br", "Br", "Br", "Br", "Br", "Br", "F", "F", "F", "F", "O", "O", "O", "O", "N", "N", "N", "C", "C", "C", "C", "C", "C", "C", "C", "C", "C", "C", "C", "C", "C", "C", "C", "C", "C", "C", "C", "C", "C", "C", "C", "C", "C", "C", "C", "C", "C", "C", "C", "B", "H", "H", "H", "H", "H", "H", "H", "H", "H", "H", "H", "H", "H", "H", "H", "H", "H", "H", "H", "H", "H", "H", "H", "H", "H", "H", "H", "H", "H", "H", "H", "H", "H", "H", "H", "H", "H", "H", "H", "H", "H", "H", "H", "H", "H", "H", "H", "H", "H", "H", "H", "H", "H", "H", "H", "H", "H", "H"],
  "positions_angstrom": [[1.7973, -2.2800, -4.9859], [-10.0168, 2.4212, 1.5131], [2.9998, 0.8485, -8.3046], [-0.6214, 3.0372, -1.1979], [4.2148, -0.8646, 6.0615], [-3.3954, -1.8545, -0.5129], [-10.8748, 9.4889, 5.8094], [6.7392, 1.2135, 7.7610], [2.8316, 2.9170, -5.2695], [-1.0518, 0.0461, -3.4398], [2.9261, -8.5712, 2.6173], [3.3255, -6.4475, -0.3499], [-11.2569, 8.5861, 2.2597], [-9.4964, 4.7440, 4.3037], [-6.3100, 2.9478, 3.2921], [-2.9504, 0.9534, 1.8400], [-1.9420, -3.9832, -3.7707], [-0.4820, -4.9081, -7.0270], [-7.2279, -0.6242, 3.2895], [4.8144, -0.7981, 2.3799], [5.4827, -1.6861, 0.4540], [5.3034, -3.1315, 3.0799], [3.2643, -3.6145, 2.3638], [5.1804, 2.1729, 2.0677], [-0.2402, -0.6327, 0.9830], [5.6377, 0.6352, -4.0720], [0.3726, -2.5492, 2.2900], [2.6535, -2.9787, -2.1681], [3.6550, -0.8724, -1.4697], [2.3200, -2.0908, -0.0615], [5.7885, 0.0238, 5.3330], [6.9501, -0.0375, 6.2878], [4.5527, -7.9827, 1.7355], [4.3249, 2.6142, -6.4822], [5.2893, 0.2199, -2.9664], [-9.7002, 5.1222, 2.4082], [-9.8960, 9.6794, 3.1223], [4.4721, -3.1388, 1.9662], [-7.3143, 1.9234, 4.6042], [4.4367, -1.6934, 1.3839], [4.4333, -6.5621, 1.2549], [2.0428, 0.7503, -0.5002], [4.6286, -2.8995, -3.7964], [4.2118, 1.8456, 1.3481], [3.8142, -0.1176, -2.7061], [3.1414, -3.1529, -3.5191], [4.4355, 0.9999, 0.0968], [-9.5138, 9.1266, 4.4702], [-4.5276, 0.4099, 0.8308], [-6.7524, 0.5389, 4.7788], [3.8676, 2.5464, -7.9136], [5.5839, -3.2896, -2.6370], [-2.2222, 2.1902, -1.8843], [-2.3200, -4.4536, -6.5792], [-2.1355, 0.6833, -1.9389], [2.8918, -1.9762, -1.3456], [-10.7214, 4.2192, 1.7752], [2.1843, -0.7741, 2.0052], [-4.6578, -1.0855, 0.7618], [-2.3840, -3.3469, -5.5585], [3.1075, -1.1501, 0.8066], [3.3444, -0.0327, -0.2576], [0.6945, -1.3247, 1.7573], [4.4800, 1.7162, -0.7368], [-8.3477, 1.9239, 4.2714], [-4.4413, 0.8660, -0.1501], [3.9822, -5.9089, 1.9938], [3.2093, 2.2264, 1.6151], [-3.1276, 0.2737, -2.1152], [-2.4003, 2.6286, -2.8607], [-7.1772, 0.0649, 5.6606], [1.6972, 1.2616, 0.3926], [2.1859, 1.5093, -1.2673], [5.4360, 0.5771, 0.1861], [-2.7781, -4.1372, -7.5133], [4.7202, 2.5996, -8.5865], [7.8684, 0.2572, 5.7849], [4.9448, -3.8167, 1.2420], [2.5364, -1.2217, 2.9392], [6.0229, -0.5078, 4.4154], [3.4712, -0.6279, -3.6025], [-5.3688, 0.8480, 1.3647], [7.0768, -1.0213, 6.7275], [2.9898, -4.2120, -3.7373], [2.1476, 0.2993, 2.1898], [6.2222, -2.4300, -2.4090], [-8.7151, 5.0164, 1.9634], [-0.3842, -2.9370, 1.8384], [3.2992, 0.8473, -2.6892], [-10.0191, 6.1609, 2.3578], [5.3393, -8.0607, 2.4824], [-8.6100, 9.6102, 4.8341], [-11.6194, 4.1184, 2.3754], [-10.2962, 10.6860, 3.1787], [-9.3683, 8.0503, 4.4559], [5.4942, 1.0416, 5.0978], [5.4088, -6.1745, 0.9645], [-1.6985, -2.5344, -5.7782], [6.2608, -4.0853, -2.9501], [5.0633, -3.5578, -1.7179], [-3.0119, 2.4919, -1.1998], [3.1577, 3.3272, -8.1656], [4.7476, -8.6822, 0.9292], [-1.7142, 0.2363, -1.0423], [-7.2335, 2.4855, 5.5318], [-0.6180, 0.1056, 1.4858], [-5.6440, -1.3618, 0.3975], [-10.9854, 4.5789, 0.7832], [1.2283, 0.1103, -0.8461], [6.0221, 0.0772, -2.1452], [-4.4775, -1.5675, 1.7161], [4.8117, 1.7023, -6.1536], [2.0408, -3.6953, -1.8053], [-3.3959, -2.9558, -5.4835], [-5.6694, 0.5307, 4.8488], [-9.0422, 9.6658, 2.4485], [2.5162, -3.0600, 0.2084], [4.8727, -3.5618, -4.6327], [-2.7931, -5.3672, -6.2352], [4.9959, 3.4570, -6.3321], [4.8379, -1.9032, -4.1901]]
}

***

Listing Kohn-Sham gap for the structures above in their given order: 8.768, 8.455 eV.